# 1
51
Properties=species:S:1:pos:R:3 method="wB97M-V/def2-TZVPD" relative_energy_ev=4.8673 smiles=CCO.CCO.CCO.CO.CO.CO.CO max_force_ha_per_bohr=0.089 energy_ha=-927.8933 homo_ha=-0.3611
C -28.19980 4.04619 -7.19572
O -29.48081 4.50031 -7.39852
H -28.07282 3.91969 -6.12056
H -28.13577 3.08926 -7.71369
H -27.54829 4.75939 -7.70067
H -29.63236 4.56171 -8.34449
C -31.39392 6.33568 -16.17528
O -32.70206 5.80571 -16.38003
H -31.29105 7.31250 -16.64786
H -30.97127 6.35813 -15.17080
H -30.71363 5.76954 -16.81150
H -33.37452 6.47655 -16.24079
C -26.43899 5.54477 -14.46493
O -25.76451 4.97707 -15.48014
H -27.09380 6.33422 -14.83386
H -27.11545 4.98025 -13.82320
H -25.86774 6.07262 -13.70128
H -25.60271 4.09698 -15.13247
C -32.09949 9.75593 -9.24418
O -33.38719 9.02152 -9.17759
H -31.31789 9.33726 -9.87815
H -32.22149 10.82372 -9.42594
H -31.64244 9.56544 -8.27314
H -33.69786 9.12404 -8.27506
C -29.44059 5.54994 -11.89917
C -29.02652 6.88118 -11.30276
O -28.39152 6.82468 -10.06631
H -30.07578 4.94166 -11.25524
H -28.53970 5.00237 -12.17601
H -29.94629 5.63497 -12.86101
H -29.97214 7.41996 -11.24259
H -28.45443 7.44716 -12.03793
H -27.61011 7.38049 -10.02084
C -25.98600 1.32031 -10.67629
C -27.01370 2.34516 -11.20589
O -26.53132 3.52144 -11.64539
H -26.60594 0.73482 -9.99733
H -25.11721 1.64355 -10.10287
H -25.52774 0.87416 -11.55892
H -27.65261 2.56543 -10.35069
H -27.69217 1.98972 -11.98143
H -26.50792 4.09215 -10.87380
C -33.05867 6.30654 -11.66453
C -34.47343 6.24572 -11.09614
O -34.32186 6.06558 -9.63236
H -32.48554 7.20011 -11.41722
H -33.08135 6.22538 -12.75127
H -32.40731 5.47745 -11.38805
H -35.17659 5.46610 -11.38917
H -34.94820 7.20762 -11.28965
H -34.00799 6.88912 -9.25175

# 2
40
Properties=species:S:1:pos:R:3 method="wB97M-V/def2-TZVPD" relative_energy_ev=0.0422 smiles="O=C(CCCSc1ccccc1)Nc1cccc(CO)c1" max_force_ha_per_bohr=0.012 energy_ha=-1262.6454 homo_ha=-0.2961
O -0.95859 -2.77839 0.29860
C -1.41227 -1.99150 -0.49745
N -0.66822 -1.11884 -1.24089
C 0.68430 -0.79602 -1.12545
C 1.21419 0.11487 -2.03627
C 2.54036 0.48867 -1.94939
C 3.34721 -0.03522 -0.95570
C 2.82618 -0.94129 -0.03863
C 1.49719 -1.32132 -0.12673
H 1.08248 -2.01907 0.58124
C 3.69921 -1.45832 1.07777
H 3.18403 -2.24037 1.63780
O 4.00611 -0.45367 2.02291
H 4.37930 0.30176 1.55498
H 4.62819 -1.87758 0.65904
H 4.38708 0.25696 -0.89864
H 2.94553 1.19370 -2.65997
H 0.58254 0.53486 -2.80693
H -1.15630 -0.58757 -1.94817
C -2.89794 -1.94236 -0.84368
C -3.53871 -0.55666 -0.74352
C -3.65452 -0.04836 0.68782
H -4.14409 0.92516 0.72216
H -4.23233 -0.74841 1.29184
S -2.07358 0.06398 1.59606
C -1.13653 1.32222 0.78109
C 0.21104 1.39099 1.12859
C 1.03012 2.33430 0.54436
C 0.52090 3.21341 -0.39883
C -0.82060 3.15610 -0.73032
C -1.65484 2.22186 -0.13942
H -2.70401 2.21892 -0.39251
H -1.23149 3.84839 -1.45133
H 1.16366 3.94430 -0.86558
H 2.07186 2.37926 0.82260
H 0.60216 0.69752 1.85661
H -4.55098 -0.61054 -1.15549
H -2.98178 0.16576 -1.34429
H -3.40619 -2.63503 -0.17122
H -3.01129 -2.31700 -1.86482

# 3
27
Properties=species:S:1:pos:R:3 method="wB97M-V/def2-TZVPD" total_charge=-2 relative_energy_ev=12.5462 max_force_ha_per_bohr=0.318 energy_ha=-1323.8868 homo_ha=0.0123
Ag -0.25626 0.22889 -0.23252
P 1.57574 -1.52711 0.64948
O 0.24674 -1.96311 0.16948
O 0.67074 -0.74611 1.56748
O 1.48774 -1.15411 -0.76352
O 1.77674 0.00789 0.48348
O -1.84926 -0.57011 1.67448
H -0.85126 -0.68811 1.65248
H -2.05226 -1.24911 1.04348
O -1.92226 1.86189 -0.88352
H -2.21526 1.98689 0.00548
H -2.54226 2.43189 -1.31752
O 1.39874 0.98389 -2.04252
H 1.41374 0.22489 -1.36052
H 1.96174 1.64689 -1.63752
O -1.91626 -1.43011 -0.98952
H -1.04726 -1.71111 -0.58652
H -1.63326 -1.08011 -1.84752
O 0.44774 -1.97411 -2.80452
H 0.79174 -1.24811 -3.34252
H 0.73774 -1.64711 -1.88752
O 0.03974 0.99089 3.19948
H 0.30174 0.33489 2.53348
H 0.70774 0.81489 3.83648
O 0.93374 2.15889 0.71748
H 0.46074 2.11189 1.55648
H 1.33274 1.20389 0.60648

# 4
93
Properties=species:S:1:pos:R:3 method="wB97M-V/def2-TZVPD" total_charge=+2 max_force_ha_per_bohr=0.060 energy_ha=-4227.9606 multiplicity=5 homo_ha="-0.3595 / -0.5088"
P -0.30320 2.96166 -1.78865
C -0.15477 4.78872 -1.46854
C 0.84737 5.61129 -2.01890
H 1.63465 5.17249 -2.62480
C 0.81440 6.99038 -1.80876
H 1.57486 7.61647 -2.26088
C -0.18525 7.57022 -1.02106
H -0.21092 8.65180 -0.84589
C -1.17124 6.75720 -0.42764
H -1.96341 7.19529 0.20919
C -1.15931 5.36522 -0.64485
H -1.93942 4.72211 -0.18559
C 1.28484 2.62867 -2.64768
C 2.40263 2.40285 -1.81484
H 2.27645 2.36134 -0.71564
C 3.67399 2.23868 -2.39235
H 4.53587 2.06648 -1.73076
C 3.82900 2.30497 -3.78344
H 4.82647 2.18736 -4.21621
C 2.71499 2.51025 -4.59496
H 2.83063 2.55746 -5.67098
C 1.44440 2.65783 -4.04566
H 0.58204 2.81755 -4.69033
C -1.47541 2.98073 -3.21769
C -1.80752 4.13350 -3.95998
H -1.43574 5.11455 -3.64561
C -2.59835 4.02811 -5.10470
H -2.82337 4.92259 -5.68426
C -3.11086 2.78450 -5.49938
H -3.74704 2.70309 -6.38886
C -2.82096 1.63326 -4.74550
H -3.22995 0.65209 -5.03344
C -2.00334 1.72458 -3.60453
H -1.77759 0.82332 -3.00868
Pt -0.38196 -1.13719 2.21521
C 0.35768 -2.50926 1.08883
C 0.93747 -2.28555 -0.11304
H 0.28826 -3.52443 1.49858
C 0.90554 -0.91154 -0.75871
O 0.28880 -1.08892 -2.04369
H 0.37977 -0.23378 -2.50242
C 0.16324 0.23808 0.01295
H 2.00475 -0.76371 -1.00331
C -0.32383 1.47595 -0.37497
Cl -1.39403 0.81258 3.03372
P -2.62710 -1.78447 1.74254
P 1.34098 -0.53834 3.62174
C -3.72216 -1.61139 3.15712
H -3.62418 -0.62292 3.61808
H -3.40052 -2.37334 3.87267
H -4.76445 -1.77256 2.86147
C -3.36249 -0.89953 0.38378
H -2.79226 -1.07542 -0.53027
H -3.40886 0.16892 0.60184
H -4.36619 -1.33107 0.31960
C -2.59645 -3.54738 1.34312
H -2.24987 -4.09394 2.23645
H -1.86666 -3.75555 0.55249
H -3.58430 -3.89960 1.02497
C 0.90563 -0.62918 5.36792
H 1.28095 -1.55528 5.82036
H -0.18629 -0.62847 5.46991
H 1.31711 0.24557 5.88443
C 2.66624 -1.70978 3.27904
H 2.80281 -1.76454 2.19564
H 2.38181 -2.70007 3.64885
H 3.60606 -1.40366 3.74567
C 1.93889 1.14113 3.33341
H 1.22760 1.89246 3.69260
H 2.13977 1.31474 2.27207
H 2.87428 1.20866 3.90373
P 1.61811 -3.76033 -0.91848
C 1.90273 -4.98706 0.38630
C 3.15091 -3.32594 -1.72219
H 0.99177 -5.15433 0.97852
H 2.69267 -4.60655 1.04962
H 2.21538 -5.93996 -0.06501
H 2.99579 -2.38975 -2.27372
H 3.42270 -4.12558 -2.42373
H 3.95567 -3.19763 -0.98531
C 0.39636 -4.33355 -2.09843
H -0.33084 -4.95856 -1.56251
H 0.89720 -4.91216 -2.88768
H -0.09775 -3.44415 -2.52204
H -0.79175 2.22318 0.31536
F -1.42939 -5.24768 6.91507
C -1.68930 -5.25528 5.58294
F -1.49235 -6.51137 5.11243
F -3.00334 -4.90092 5.36236
S -0.61497 -3.96857 4.70310
O -1.36794 -2.71987 4.97616
O 0.69077 -4.07129 5.37517
O -0.62343 -4.39650 3.31156